(P)
{
  "formula": "C3H6N5",
  "method": "wB97M-V/def2-TZVPD",
  "e_homo_ev": [-13.93, -13.94],
  "total_charge": 1,
  "smiles": "NC(=[NH2+])c1ncn[nH]1",
  "orbital_gap_ha": [0.31347, 0.31352],
  "symbols": ["N", "N", "N", "N", "N", "C", "C", "C", "H", "H", "H", "H", "H", "H"],
  "coordinates": [[-1.776, -1.140, 0.077], [2.570, -0.457, 0.001], [1.031, 1.133, -0.097], [-1.719, 1.191, -0.106], [1.512, -1.153, -0.084], [-1.081, 0.024, 0.006], [0.322, 0.097, -0.160], [2.355, 0.798, 0.068], [-2.673, 1.226, 0.168], [3.123, 1.596, 0.216], [-2.722, -1.299, -0.158], [1.396, -2.095, -0.441], [-1.283, -1.880, 0.566], [-1.056, 1.957, -0.057]],
  "lowdin_charge": [0.2192, 0.0280, 0.1381, 0.2417, 0.1129, -0.2804, -0.1290, -0.1540, 0.1373, 0.1463, 0.1247, 0.1472, 0.1360, 0.1321]
}

=====

(Q)
{
  "formula": "C3H6N5",
  "method": "wB97M-V/def2-TZVPD",
  "e_homo_ev": [-13.57, -13.57],
  "total_charge": 1,
  "orbital_gap_ha": [0.30075, 0.30072],
  "symbols": ["N", "N", "N", "N", "N", "C", "C", "C", "H", "H", "H", "H", "H", "H"],
  "coordinates": [[1.012, 1.777, -1.760], [1.367, 1.324, -0.626], [-1.319, -1.572, 0.870], [0.443, -0.580, 1.845], [-0.760, 0.449, -1.431], [-0.325, -0.682, 0.752], [-0.083, 0.140, -0.404], [-0.170, 1.370, -2.197], [2.297, 1.334, -0.276], [1.356, -0.229, 1.598], [0.303, -1.235, 2.599], [-0.631, 1.709, -3.040], [-1.278, -2.322, 1.576], [-2.214, -1.483, 0.494]],
  "lowdin_charge": [0.0354, 0.1279, 0.2181, 0.2134, 0.1427, -0.2989, -0.0432, -0.1453, 0.1169, 0.1243, 0.1410, 0.0966, 0.1558, 0.1153]
}

=====

Relative energy of each structure, in hartree: (P) 0.0000; (Q) 0.0283.

=====

(P)
{
  "formula": "C3H4FNS",
  "method": "wB97M-V/def2-TZVPD",
  "e_homo_ev": -9.04,
  "smiles": "C=C(F)/C=N/S",
  "orbital_gap_ha": 0.31991,
  "symbols": ["S", "F", "N", "C", "C", "C", "H", "H", "H", "H"],
  "coordinates": [[-2.522, -0.180, -0.136], [1.999, 1.352, -0.089], [-0.893, 0.462, 0.140], [1.667, -0.048, 0.167], [2.534, -1.076, -0.265], [0.157, -0.337, 0.568], [2.158, -2.167, -0.041], [-3.266, 0.885, -0.547], [3.576, -1.113, -0.800], [-0.005, -1.351, 0.568]],
  "lowdin_charge": [0.6716, -0.0568, -0.3630, -0.2177, 0.0476, -0.1522, 0.0860, -0.1539, 0.0964, 0.0420]
}

=====

(Q)
{
  "formula": "C3H4FNS",
  "method": "wB97M-V/def2-TZVPD",
  "e_homo_ev": -7.73,
  "orbital_gap_ha": 0.27821,
  "symbols": ["S", "F", "N", "C", "C", "C", "H", "H", "H", "H"],
  "coordinates": [[2.426, 1.146, -0.292], [1.329, -1.094, -0.733], [-1.487, 0.170, 0.497], [-0.909, 0.471, 1.493], [-1.818, 0.172, -0.694], [2.416, -0.503, -0.359], [-1.281, 0.380, 2.510], [-2.617, 0.912, -0.940], [3.307, -1.108, -0.090], [-1.365, -0.546, -1.392]],
  "lowdin_charge": [0.6520, -0.0210, -0.1686, 0.0401, -0.0691, -0.7084, 0.0417, 0.0914, 0.0674, 0.0744]
}

=====

Relative energy of each structure, in hartree: (P) 0.0000; (Q) 0.0130.